<P>
Density functional theory data (ωB97M-V/def2-TZVPD) for 2 unconnected molecules or ions with the total composition C6H12N.

Geometry as ORCA input:
```
! RIJCOSX wB97M-V def2-TZVPD def2/J DEFGRID3
* xyz 1 1
N -1.313 -0.179 0.460
C 2.379 -0.916 1.815
C -0.396 0.028 -0.734
C -2.670 0.470 0.325
C -0.172 -0.946 -1.645
C 2.304 0.796 -0.051
C 1.978 -0.396 0.795
H 0.032 -0.694 -2.719
H 2.378 -1.579 2.656
H -0.317 1.169 -1.018
H -1.452 -1.133 0.610
H -0.673 0.158 1.148
H 2.783 1.644 0.392
H -0.484 -1.983 -1.347
H 3.147 0.541 -0.748
H -2.817 0.594 -0.730
H -2.826 1.367 0.907
H -3.431 -0.189 0.645
H 1.550 1.247 -0.760
*
```

Summary:
orbital gap = 10.1 eV

These are the Mulliken partial charges, in e, on atoms 1 to 6: -0.042, -0.111, -0.518, -0.826, -0.538, -0.607



<Q>
Density functional theory data (ωB97M-V/def2-TZVPD) for a molecular structure, C6H12N.

Geometry as ORCA input:
```
! RIJCOSX wB97M-V def2-TZVPD def2/J DEFGRID3
* xyz 1 1
N 0.093 -0.367 0.217
C -2.273 1.240 -0.294
C -1.239 0.377 -0.840
C 1.925 1.309 0.491
C -0.139 -1.791 0.207
C 1.507 0.000 -0.067
C -2.585 -0.047 -0.568
H 1.381 2.115 -0.092
H 1.748 1.480 1.550
H 2.049 -0.797 0.383
H -3.164 -0.849 -0.185
H 3.054 1.462 0.215
H 0.586 -2.183 -0.511
H -1.111 -1.936 -0.156
H -0.216 -2.282 1.187
H -0.750 0.153 -1.814
H -0.131 -0.044 1.260
H -2.479 2.119 0.174
H 1.745 0.039 -1.157
*
```

Summary:
orbital gap = 11.1 eV

These are the Mulliken partial charges, in e, on atoms 1 to 6: -0.079, -0.259, -0.148, -1.211, -0.933, -0.481



<R>
Density functional theory data (ωB97M-V/def2-TZVPD) for 2 unconnected molecules or ions with the total composition C6H12N.

Geometry as ORCA input:
```
! RIJCOSX wB97M-V def2-TZVPD def2/J DEFGRID3
* xyz 1 1
N -1.566 0.269 0.305
C -1.234 -1.826 -1.459
C 0.819 0.140 -0.176
C 1.384 0.339 1.166
C -2.632 0.813 0.746
C 1.026 1.413 -1.018
C -0.560 -0.182 -0.235
H -0.874 -1.297 -2.436
H 1.001 1.220 -2.131
H 0.930 1.206 1.736
H -0.628 -2.595 -1.254
H 2.491 0.566 1.198
H -3.262 0.392 1.499
H -2.255 -2.044 -1.205
H 2.067 1.597 -0.667
H 0.540 2.372 -0.661
H -3.204 1.570 0.135
H 1.416 -0.639 -0.667
H 1.252 -0.486 1.903
*
```

Summary:
orbital gap = 9.3 eV

These are the Mulliken partial charges, in e, on atoms 1 to 6: 0.000, -0.820, 0.810, -1.504, -0.203, -1.129



<S>
Density functional theory data (ωB97M-V/def2-TZVPD) for a gas-phase ion, C6H12N (charge +1).

Geometry as ORCA input:
```
! RIJCOSX wB97M-V def2-TZVPD def2/J DEFGRID3
* xyz 1 1
N 0.441 -1.219 0.851
C 0.614 -0.155 -2.058
C -0.467 0.269 -1.098
C -0.676 -0.305 0.262
C 0.869 -0.430 2.119
C -0.463 1.109 0.178
C -1.546 1.255 -0.898
H 0.068 -0.540 -2.821
H 0.132 -0.490 2.755
H 0.092 -2.119 1.246
H 0.020 1.777 0.861
H -2.545 0.995 -0.684
H 1.081 0.566 1.796
H -1.484 2.185 -1.512
H -1.648 -0.520 0.560
H 1.435 -0.804 -1.748
H 1.770 -0.979 2.616
H 1.113 0.709 -2.475
H 1.194 -1.304 0.049
*
```

Summary:
orbital gap = 10.3 eV
structure (SMILES) = C[NH2+][C@H]1[C@@H]2C[C@@]21C

These are the Mulliken partial charges, in e, on atoms 1 to 6: -0.159, -1.483, 0.704, -0.221, -0.922, -0.431



The data favor <S>; the next most stable structure lies 27.4 kJ/mol above it.



<P>
Density functional theory data (ωB97M-V/def2-TZVPD) for 9 unconnected molecules or ions with the total composition C17H54N19O9Si.

Geometry as ORCA input:
```
! RIJCOSX wB97M-V def2-TZVPD def2/J DEFGRID3
* xyz 1 1
Si -0.430 0.401 0.275
O -4.166 0.928 7.478
O 6.102 -4.435 -1.064
O 7.687 -3.325 -4.772
O -0.450 2.301 4.840
O 4.946 4.088 3.934
O -7.495 5.624 1.176
O -1.330 -1.038 -0.032
O -1.787 -0.990 -6.642
O -2.955 4.600 -0.491
N 5.662 -4.975 -3.217
N 6.680 -6.489 -1.833
N -4.316 -0.569 5.786
N 2.570 -1.780 -3.960
N -5.097 4.766 -1.207
N 9.009 -1.484 -4.820
N -2.065 2.101 6.418
N 8.507 -2.501 -2.826
N -3.296 -2.549 -5.975
N -3.942 -0.808 -7.311
N -5.971 4.762 2.612
N 2.800 4.239 3.226
N -0.038 1.086 6.716
N -7.873 5.769 3.406
N 0.466 -0.731 -4.534
N 3.459 2.489 4.540
N -5.597 -0.817 7.670
N -4.448 3.005 0.111
N 0.447 -2.940 -3.536
C -0.575 1.711 -1.108
C -0.829 1.858 5.923
C -4.094 4.155 -0.529
C -0.191 -3.008 -1.037
C 2.848 -1.591 -2.470
C 1.432 -0.079 0.486
C -4.662 -0.088 7.009
C 6.145 -5.249 -1.980
C 2.344 -2.903 -1.768
C -0.951 -1.645 -1.297
C -2.938 -1.422 -6.643
C 0.890 -3.362 -2.171
C 1.130 -1.770 -4.028
C -7.137 5.400 2.324
C 8.358 -2.491 -4.178
C -0.926 1.220 1.944
C 3.812 3.637 3.902
H -4.229 -2.918 -5.964
H 2.251 -0.673 -2.184
H -0.971 -3.825 -1.131
H 1.797 0.168 1.522
H -3.713 0.030 -7.816
H -2.576 -3.032 -5.468
H 8.037 -3.232 -2.316
H 2.531 2.106 4.523
H 0.222 -3.096 -0.001
H 0.591 -3.731 -4.177
H 5.687 -5.620 -3.984
H -4.871 5.618 -1.689
H -1.406 2.416 -0.814
H -0.217 -0.893 -5.285
H -0.328 0.715 7.601
H -0.411 -0.925 -1.970
H 2.101 0.396 -0.280
H -8.742 6.243 3.229
H -2.397 1.750 7.297
H -0.864 1.258 -2.105
H 8.922 -1.446 -5.820
H 7.048 -6.725 -0.929
H -3.624 -0.053 5.269
H -3.727 2.527 0.624
H 1.862 3.881 3.190
H 4.177 2.010 5.052
H 6.726 -7.168 -2.569
H 0.911 -4.492 -2.187
H 0.887 0.883 6.383
H 9.051 -1.828 -2.320
H 0.348 2.342 -1.247
H -7.598 5.595 4.354
H -1.935 -1.885 -1.802
H 2.513 -2.774 -0.665
H -4.888 -1.142 -7.326
H 2.955 -0.971 -4.458
H -2.678 2.668 5.861
H -6.037 4.418 -1.247
H -1.348 2.256 1.779
H -5.373 2.617 0.096
H 0.676 0.180 -4.126
H -5.402 4.477 1.833
H 3.047 -3.732 -2.086
H 5.263 -4.065 -3.360
H -4.707 -1.399 5.381
H 3.016 5.091 2.740
H 1.508 -1.195 0.373
H -1.745 0.628 2.447
H -5.876 -0.490 8.578
H -6.015 -1.652 7.305
H -0.040 1.246 2.628
H -5.656 4.566 3.543
H 3.948 -1.431 -2.274
H 9.564 -0.792 -4.353
*
```

Summary:
orbital gap = 6.6 eV

These are the Mulliken partial charges, in e, on atoms 1 to 6: 0.718, -0.688, -0.663, -0.631, -0.643, -0.667



<Q>
Density functional theory data (ωB97M-V/def2-TZVPD) for 9 unconnected molecules or ions with the total composition C17H54N19O9Si.

Geometry as ORCA input:
```
! RIJCOSX wB97M-V def2-TZVPD def2/J DEFGRID3
* xyz 1 1
Si -0.180 0.112 -0.560
O -1.244 0.917 7.454
O -4.876 -4.447 -5.655
O 0.567 -1.315 -0.100
O -5.959 4.636 -0.648
O -4.282 -0.170 -3.251
O 2.040 -0.744 -8.999
O 6.496 -0.052 1.313
O 1.465 3.770 8.733
O 1.441 1.857 -4.853
N 1.662 -0.398 -4.924
N 0.079 -0.922 -7.884
N 3.044 0.963 -6.185
N -4.371 3.704 -1.977
N -4.305 -6.631 -5.466
N 0.920 0.868 8.092
N 0.252 -1.624 -10.083
N 6.181 -2.257 0.868
N 7.850 -1.063 -0.184
N -0.721 -0.022 9.454
N -0.687 4.206 8.160
N -6.084 -1.445 -2.701
N -5.766 2.375 -0.719
N -4.935 -1.823 -4.658
N -3.252 -5.018 -4.187
N 0.845 5.923 8.383
N 3.077 -0.683 3.288
N 2.596 1.529 3.954
N 4.019 1.165 2.144
C -5.050 -1.088 -3.523
C -4.188 -5.314 -5.137
C -1.163 0.788 0.918
C 1.558 -1.197 0.911
C 1.654 -1.137 3.485
C 1.048 1.420 -1.126
C -5.405 3.645 -1.085
C 1.106 -1.832 2.230
C 0.730 -0.053 4.079
C 0.596 4.580 8.446
C 6.823 -1.067 0.700
C -1.418 -0.196 -1.930
C 2.020 0.878 -5.296
C 0.865 -1.074 -8.993
C 1.098 1.364 3.705
C -0.399 0.601 8.285
C 3.250 0.695 3.112
H 3.596 -0.984 4.105
H -1.453 -1.254 -2.196
H 0.798 -0.130 5.165
H -1.411 4.857 7.924
H -1.690 -0.222 9.617
H 1.641 0.650 8.753
H 8.143 -1.873 -0.696
H 1.883 -0.160 1.031
H 2.050 1.279 -0.713
H -0.828 1.771 1.245
H 6.435 -3.094 0.379
H 0.808 -1.746 -10.908
H 0.519 -0.514 -7.080
H -2.223 0.833 0.685
H 1.777 6.227 8.592
H 5.418 -2.286 1.517
H 0.963 1.551 2.640
H 1.163 1.350 7.250
H 1.714 -1.915 4.240
H -3.912 2.889 -2.340
H 2.420 -1.750 0.543
H 2.881 2.492 3.791
H 8.338 -0.197 -0.320
H 0.149 6.606 8.153
H 1.519 -2.840 2.250
H 0.716 2.432 -0.907
H 3.503 0.166 -6.585
H -4.189 -1.582 -5.282
H -3.752 -7.357 -5.053
H -6.207 -0.923 -1.855
H -5.535 -2.588 -4.907
H 3.312 1.881 -6.487
H 0.028 -1.945 2.276
H -1.147 0.339 -2.838
H -3.157 -4.053 -3.926
H 2.115 -1.228 -5.258
H -6.721 -2.189 -2.911
H -0.046 -0.277 10.149
H -0.711 -1.900 -10.097
H -5.316 1.553 -1.080
H -0.885 -1.192 -7.837
H -6.520 2.281 -0.065
H 0.901 -0.483 -4.276
H 3.689 1.958 1.617
H -0.321 -0.189 3.839
H 4.915 0.720 1.941
H -0.906 3.224 8.181
H -2.675 -5.706 -3.743
H 1.151 1.353 -2.210
H -1.059 0.101 1.760
H -4.987 -6.872 -6.161
H -2.412 0.094 -1.609
H -4.071 4.612 -2.276
H 0.534 2.086 4.283
*
```

Summary:
orbital gap = 7.5 eV

These are the Mulliken partial charges, in e, on atoms 1 to 6: 0.739, -0.663, -0.668, -0.528, -0.657, -0.632



The data favor <Q>; the next most stable structure lies 185.9 kJ/mol above it.